1.
Here is a cluster of 2 separate species, C28H30BF2O11 in total at a distorted geometry from OMol25. Energies are from the ωB97M-V functional and the def2-TZVPD basis.

XYZ file:
```
72
Properties=species:S:1:pos:R:3:forces:R:3
F 1.05294 -6.07812 -3.62344 0.17 -0.01 0.18
F 3.30607 -6.00599 -4.02281 -0.10 -0.03 0.22
O 0.35413 -0.61385 3.88597 0.25 -0.04 0.45
O -2.68711 5.53958 1.38914 0.14 -0.40 0.14
O 2.60933 -2.11470 3.40587 0.05 -0.06 -0.23
O 2.46406 -7.62833 -2.51471 0.07 0.28 0.50
O -2.76465 3.79952 -3.32019 0.19 -0.18 0.33
O 2.49751 -5.34276 -1.89902 0.05 -0.33 0.37
O 3.35972 -0.32701 -2.09472 -0.43 -0.44 -0.22
O 4.25955 -1.54596 -0.41726 -0.41 0.34 0.59
O 2.85462 -8.47283 -0.47068 0.02 0.16 0.11
O -2.99771 -0.92088 0.53450 -0.44 -0.17 -0.29
O 2.89252 -5.63684 0.28563 0.02 -0.12 0.12
C -0.61844 -1.00971 0.51158 -0.24 0.36 0.64
C -3.22035 2.46802 -3.50082 -0.95 0.01 -0.17
C 2.69188 -7.54452 -1.21625 -0.04 -1.05 -0.43
C -0.40485 -1.61080 -0.72112 0.28 -0.12 0.21
C 0.38226 -0.92889 1.49914 0.19 -0.15 -0.60
C -1.50587 5.25114 0.67142 0.20 0.74 -0.43
C -3.74990 1.87947 0.29860 0.51 0.07 0.00
C 2.71259 -6.07482 -0.82293 -0.05 1.02 0.10
C -3.36397 4.41635 1.96884 -0.06 0.15 0.60
C -3.98707 1.94182 -2.27609 1.46 -0.39 -0.02
C -1.87074 0.88915 1.63073 0.26 0.56 0.44
C 3.23157 -2.57361 -0.47285 -0.23 0.10 -0.62
C -0.71882 2.09586 3.41385 -0.30 -0.22 -0.41
C 3.92139 -0.39863 -1.03897 0.48 0.99 -0.10
C -2.70126 2.00100 1.40286 -0.74 -0.24 0.01
C -2.53534 3.16682 2.18114 0.26 -0.59 -0.34
C -1.36191 3.91989 -3.30194 0.56 0.31 -0.26
C -3.03152 1.92039 -1.06216 -0.68 0.35 -0.22
C 1.65846 -1.44839 1.20735 -0.04 -0.16 0.14
C 0.85950 -2.11523 -1.01385 -0.43 0.35 0.63
C 2.01262 -3.38826 3.17943 -0.01 0.19 0.63
C -1.95850 -0.40439 0.84842 0.80 0.24 0.23
C 0.01248 -0.24882 2.79641 -0.31 0.42 -0.70
C 1.87491 -2.02410 -0.05417 0.17 -0.27 -0.41
C 2.80421 -1.37665 2.21610 -0.04 0.03 -0.02
C 4.34385 0.87983 -0.31735 0.59 -0.85 0.48
C -1.54959 3.18339 3.17876 -0.05 -0.01 -0.02
C -0.88157 0.96525 2.62166 0.02 -0.58 -0.51
B 2.32062 -6.25427 -3.06892 -0.19 0.13 -1.11
H 2.28520 -4.01267 4.03307 0.07 0.02 -0.13
H -0.97193 4.11076 -4.31199 -0.04 -0.13 0.05
H 0.06604 2.07571 4.15844 -0.12 0.19 0.11
H -2.41792 2.82478 -1.08075 -0.06 -0.02 -0.01
H 3.47483 1.51214 -0.14468 -0.02 -0.03 -0.22
H -1.05294 4.76940 -2.68496 -0.32 -0.01 0.01
H -1.22134 -1.65982 -1.43052 0.03 -0.05 -0.01
H 4.80282 0.64315 0.64604 -0.07 0.05 -0.08
H -0.65367 5.02526 1.31962 -0.14 -0.30 0.00
H -0.85229 3.03611 -2.90314 -0.17 -0.04 -0.01
H 3.75051 -1.69898 1.77290 -0.25 0.03 -0.20
H -4.32043 0.95946 0.42506 0.15 0.00 -0.06
H -4.47432 2.69266 0.34078 0.15 0.02 -0.04
H 0.92280 -3.27533 3.20492 0.04 -0.16 -0.31
H 2.35880 -3.86678 2.25980 -0.09 0.00 0.01
H 5.08862 1.39669 -0.92296 -0.21 0.11 -0.07
H -4.20514 0.89370 -2.51135 -0.52 0.16 0.05
H 3.54386 -3.41046 0.14790 0.19 0.18 0.03
H 1.05109 -2.57283 -1.97529 0.11 0.00 0.05
H -2.39389 1.79334 -3.74909 0.02 0.07 0.12
H -3.90416 2.46760 -4.35896 0.13 0.00 -0.02
H -4.90038 2.50572 -2.08834 0.03 0.03 -0.04
H -1.63950 4.48443 -0.09555 0.01 -0.16 0.19
H 3.16379 -2.92042 -1.50295 -0.02 -0.14 0.14
H 2.93044 -0.31851 2.47548 0.01 -0.14 0.32
H -3.68462 4.74444 2.96549 0.01 0.09 -0.14
H -1.24298 6.17294 0.14076 -0.14 -0.06 0.09
H -2.34738 1.07863 -1.20468 -0.02 0.02 0.23
H -4.27943 4.23412 1.40526 0.17 -0.11 -0.09
H -1.44409 4.08561 3.77252 0.04 -0.02 0.00
```
Forces are in eV/Å.

highest occupied orbital energy: -7.001 eV
net charge: -1
frontier orbital gap: 0.300 Eh
LUMO energy: 1.2 eV

Want to see where the charge sits? The Löwdin charges in e are: 0.1335 0.1361 0.1518 -0.1647 -0.1777 0.2154 -0.1877 0.1959 0.1224 -0.0151 0.1270 0.1279 0.1127 -0.0786 -0.2375 -0.4144 0.0192 -0.0163 -0.1035 -0.1189 -0.3970 -0.1547 -0.1478 -0.0221 -0.0842 0.0063 -0.5372 -0.0835 -0.1515 -0.1283 -0.1716 -0.0714 0.0293 -0.0725 -0.2876 -0.2666 -0.1201 -0.1542 0.0208 -0.0191 -0.0721 -1.0498 0.0913 0.0876 0.1203 0.0870 0.0865 0.0795 0.1217 0.0748 0.0866 0.0875 0.1188 0.1151 0.0987 0.0891 0.0811 0.0824 0.1189 0.1148 0.1300 0.1205 0.1176 0.1148 0.0701 0.1207 0.1319 0.1254 0.0911 0.1126 0.1078 0.1231

2.
Here is a structure of composition C28H30BN8OPdS at a distorted geometry from OMol25. Energies are from the ωB97M-V functional and the def2-TZVPD basis.

XYZ file:
```
70
Properties=species:S:1:pos:R:3:forces:R:3
Pd -14.90492 -10.91928 8.85508 -0.20 -0.69 1.32
S -15.25692 -12.01272 11.28690 -0.29 -0.99 0.57
O -15.34303 -12.74075 9.91400 0.08 0.46 1.41
N -13.30467 -9.67316 8.71944 0.14 0.43 0.01
N -14.51629 -11.94743 7.13557 -0.97 -1.59 0.14
N -15.33463 -9.13250 6.60945 -0.72 1.03 -0.38
N -12.23222 -8.70108 4.51912 0.96 0.37 -1.03
N -13.52229 -8.97010 4.87126 -1.46 -0.45 -1.63
N -13.01150 -9.22608 7.45182 2.37 0.47 -0.31
N -13.98309 -11.16657 6.20936 2.04 -1.01 -1.71
N -15.97201 -9.71993 7.67719 -2.00 1.87 -1.23
C -17.74717 -13.16652 11.25527 -0.91 -0.27 -0.73
C -16.08590 -8.06503 6.15903 -1.45 -0.42 2.12
C -14.02469 -14.35138 11.99199 -0.11 -0.72 -0.39
C -18.88225 -13.73142 11.79372 0.67 0.38 -1.38
C -14.37397 -8.79178 3.82241 0.13 0.02 0.80
C -14.39764 -13.25263 6.77901 -0.15 0.12 1.31
C -11.47814 -8.40500 8.88279 -0.35 -0.37 -1.57
C -14.19724 -13.03775 12.36374 -0.79 0.46 0.48
C -13.01961 -14.79942 14.13646 -0.08 0.69 -1.02
C -19.09884 -13.64705 13.16594 -0.07 -0.36 1.76
C -14.89944 -14.50195 7.49707 0.52 0.66 -1.01
C -17.17697 -12.19477 13.38984 -0.61 0.38 1.47
C -10.95386 -7.89028 2.59206 0.05 -0.49 1.13
C -13.33347 -11.95403 5.28371 0.23 -0.96 -0.29
C -13.61986 -13.27963 5.58032 0.67 1.22 -1.38
C -18.28134 -12.82567 13.95242 1.40 0.98 -0.87
C -13.39649 -15.24678 12.86055 -0.28 0.40 0.36
C -17.16659 -9.09938 7.87361 1.51 1.08 -1.30
C -13.17338 -13.43916 14.47716 -0.16 -0.75 0.13
C -17.23382 -7.95869 6.97605 0.66 -2.03 -0.21
C -13.63031 -8.29185 2.75985 0.35 -0.20 -0.71
C -12.23429 -8.30557 3.24896 0.94 0.64 1.24
C -12.41639 -9.19817 9.60469 0.32 0.75 -1.42
C -18.21894 -9.57171 8.83455 0.37 -1.11 -1.24
C -13.80821 -12.56197 13.62486 -0.09 1.07 -0.17
C -12.39201 -9.44081 11.08350 -1.37 -1.10 -0.71
C -16.86605 -12.42454 12.03810 0.43 -0.98 -0.73
C -11.81771 -8.51016 7.51173 -0.81 -0.01 1.99
B -13.90735 -9.57297 6.23293 -1.17 0.36 2.21
H -14.22259 -14.80309 8.32776 -0.27 0.36 -0.45
H -13.27426 -16.28965 12.57810 0.03 0.23 0.04
H -19.13201 -9.07973 8.48727 -0.06 -0.17 0.64
H -11.36568 -8.09542 6.61284 -0.18 -0.14 0.43
H -19.60270 -14.22990 11.17108 -0.08 -0.24 -0.21
H -13.43273 -9.32231 11.48854 1.02 0.21 -0.09
H -13.97444 -11.51356 13.95132 0.17 -0.77 -0.37
H -17.94085 -9.31132 9.84825 -0.30 0.07 0.28
H -14.43237 -14.65595 11.03275 0.23 -0.24 0.09
H -18.12568 -7.33055 6.89370 0.70 -0.04 -0.15
H -16.56847 -11.49103 13.96855 -0.21 -0.48 0.00
H -18.47484 -12.66005 14.97585 -0.33 0.00 1.02
H -13.36748 -14.15072 4.99042 0.13 0.06 0.13
H -15.43311 -8.98920 3.83760 0.03 -0.11 0.20
H -18.35582 -10.69931 8.71231 0.15 1.45 0.30
H -12.58622 -15.49650 14.82471 0.18 -0.15 0.33
H -10.19521 -7.97656 3.39121 -0.10 -0.19 -0.66
H -12.13119 -10.51623 11.22662 0.16 0.76 0.20
H -15.81402 -7.43397 5.33253 0.17 0.01 0.08
H -15.90889 -14.34857 7.89430 0.25 -0.11 -0.09
H -17.61595 -13.25832 10.19389 0.38 -0.10 -0.22
H -13.94294 -7.99265 1.75509 -0.09 -0.14 0.47
H -19.83660 -14.28203 13.65055 -0.16 0.23 -0.10
H -12.85223 -13.08343 15.44310 0.08 -0.02 0.12
H -10.87025 -6.86310 2.22632 -0.66 0.03 -0.06
H -11.66475 -8.77255 11.53561 -0.16 -0.16 0.26
H -12.63814 -11.56143 4.53308 -0.69 -0.02 0.24
H -10.73559 -8.54678 1.74385 0.06 -0.02 0.03
H -14.85991 -15.31056 6.72731 -0.26 0.50 0.77
H -10.68805 -7.82030 9.34078 -0.01 -0.20 -0.30
```
Forces are in eV/Å.

highest occupied orbital energy (alpha / beta): -19.475 / -19.256 eV
net charge: +4
ΔE to the lowest compared entry with this formula, charge and spin: 0.00 kJ/mol
frontier orbital gap (alpha / beta): 0.318 / 0.149 Eh
LUMO energy (alpha / beta): -10.8 / -15.2 eV
spin multiplicity: 6

Want to see where the charge sits? The natural (NBO) charges in e are: 1.1665 1.1871 -0.9721 -0.3841 -0.3616 -0.3776 -0.2955 -0.2232 -0.3419 -0.1385 -0.3741 -0.2602 0.0127 -0.2295 -0.0645 -0.0268 0.3828 -0.2537 -0.1590 -0.1006 0.0747 -0.6787 -0.1380 -0.6882 -0.0368 -0.1386 -0.1857 -0.1764 0.2368 -0.1747 -0.2716 0.0245 0.3091 0.2485 -0.6651 -0.2539 -0.6577 -0.0317 0.0325 0.9286 0.2925 0.2624 0.2777 0.2761 0.2709 0.2304 0.2457 0.2420 0.2344 0.2823 0.2669 0.2793 0.2890 0.2757 0.2298 0.2638 0.2687 0.2462 0.2473 0.2686 0.2622 0.2878 0.2764 0.2643 0.3047 0.2824 0.2764 0.2916 0.2817 0.2789

3.
Here is a structure of composition C28H30BN8PPdSe2 at a distorted geometry from OMol25. Energies are from the ωB97M-V functional and the def2-TZVPD basis.

XYZ file:
```
71
Properties=species:S:1:pos:R:3:forces:R:3
Pd -0.00004 -0.00899 -2.45765 0.00 2.52 0.13
Se -0.00004 -2.34149 -1.87995 0.00 0.65 0.55
Se -0.00004 -0.34259 1.55475 0.00 -0.25 0.02
P 0.00006 -2.23229 0.36605 0.00 -0.93 -0.01
N -0.00014 2.23691 1.98395 0.00 -0.53 0.43
N -0.00004 3.07381 0.92805 0.00 0.47 0.20
N -0.00004 2.26501 -2.83165 0.00 -1.42 0.29
N 1.34106 1.49471 -0.35055 0.01 0.28 0.39
N -1.70794 0.66631 -1.33555 -0.12 -1.24 -0.92
N 1.70786 0.66631 -1.33565 0.11 -1.23 -0.91
N -1.34124 1.49471 -0.35045 -0.01 0.28 0.39
N -0.00014 3.04061 -1.72495 0.00 0.52 -0.04
C 1.55696 -3.06079 0.91345 -0.40 0.15 -0.20
C -0.00024 4.39321 -3.46945 0.00 -0.22 0.13
C -2.37374 1.59751 0.51585 -0.33 -0.15 -0.10
C 3.64476 -4.12299 0.36415 0.09 -0.07 0.03
C -4.11024 -3.87849 1.64585 0.01 -0.05 -0.08
C -2.92544 0.19581 -1.09805 0.12 0.16 0.25
C 3.59116 -0.74949 -2.03225 -0.12 -0.04 -0.10
C 2.92526 0.19581 -1.09815 -0.11 0.16 0.26
C -0.00004 2.50981 -5.27115 0.00 -0.16 -0.04
C 2.01176 -2.85699 2.21335 -0.08 -0.02 0.09
C 0.00016 4.31681 2.74885 0.00 0.06 -0.16
C -0.00024 4.33321 -2.09485 0.00 -0.17 -0.17
C -0.00004 2.95571 3.09185 0.00 0.41 -0.52
C 2.37336 1.59771 0.51605 0.35 -0.18 -0.13
C 3.39236 0.77571 0.08765 -0.20 0.15 -0.07
C -0.00014 3.05761 -3.89255 0.00 0.09 0.03
C -2.01154 -2.85729 2.21355 0.09 -0.01 0.09
C 3.27766 -3.27979 2.57725 0.01 0.02 0.13
C -3.27734 -3.28009 2.57745 -0.01 0.01 0.13
C -3.39214 0.77581 0.08765 0.16 0.13 -0.06
C -2.36604 -3.73219 0.00425 0.19 -0.07 -0.19
C -1.55674 -3.06099 0.91355 0.39 0.15 -0.20
C -3.59124 -0.74969 -2.03225 0.13 -0.03 -0.10
C -0.00004 2.32461 4.43285 0.00 -0.18 -0.03
C 0.00016 4.34451 1.37335 0.00 0.22 0.15
C 2.36616 -3.73209 0.00415 -0.19 -0.07 -0.19
C 4.11046 -3.87829 1.64565 -0.01 -0.06 -0.08
C -3.64454 -4.12309 0.36435 -0.09 -0.07 0.02
B -0.00004 2.32611 -0.37815 0.00 -0.53 -0.23
H -2.95104 -1.60909 -2.24615 -0.03 0.04 0.07
H -0.00034 5.12431 -1.37505 0.00 0.14 0.15
H -1.39084 -2.35269 2.94435 -0.03 0.00 0.00
H -2.33444 2.21861 1.38645 0.10 0.15 0.10
H 0.00026 5.15041 3.41885 0.00 0.25 0.11
H -0.00034 5.26601 -4.08685 0.00 0.21 -0.13
H 1.99516 -3.94499 -0.99135 0.15 0.10 0.02
H 4.34066 0.61441 0.55635 0.21 0.02 0.11
H 2.95096 -1.60899 -2.24635 0.04 0.04 0.07
H 3.62616 -3.12809 3.58795 0.00 0.06 0.07
H 2.33426 2.21841 1.38645 -0.10 0.16 0.11
H 0.00026 5.18611 0.71295 0.00 0.16 -0.15
H -4.34094 0.61431 0.55635 -0.20 0.02 0.10
H 0.87896 1.69131 4.53985 0.07 -0.01 0.15
H 4.52616 -1.10499 -1.61085 0.07 -0.03 0.00
H -1.99514 -3.94509 -0.99125 -0.15 0.10 0.02
H -0.00004 3.08361 5.21055 0.00 -0.07 0.06
H -0.88384 1.89161 -5.43675 0.01 0.02 -0.06
H 1.39116 -2.35249 2.94425 0.03 0.00 0.00
H -4.28554 -4.60959 -0.35795 0.04 -0.04 -0.04
H 0.88386 1.89181 -5.43675 -0.01 0.02 -0.06
H 4.28556 -4.60949 -0.35815 -0.04 -0.04 -0.04
H -4.52614 -1.10509 -1.61085 -0.08 -0.03 0.00
H -3.62574 -3.12839 3.58815 0.00 0.06 0.07
H -0.00014 3.32231 -5.99075 0.00 -0.02 -0.10
H -3.79754 -0.24899 -2.97855 -0.09 -0.01 -0.03
H 5.11876 -4.15919 1.91655 0.00 -0.04 0.04
H 3.79756 -0.24889 -2.97855 0.09 -0.01 -0.03
H -5.11844 -4.15949 1.91685 0.00 -0.04 0.04
H -0.87924 1.69141 4.53985 -0.06 -0.01 0.15
```
Forces are in eV/Å.

highest occupied orbital energy (alpha / beta): -11.191 / -11.149 eV
net charge: +1
frontier orbital gap (alpha / beta): 0.249 / 0.222 Eh
LUMO energy (alpha / beta): -4.4 / -5.1 eV
spin multiplicity: 2

Want to see where the charge sits? The Löwdin charges in e are: 0.6423 0.4846 0.8351 0.4587 -0.0572 -0.0061 0.0373 -0.0403 -0.0243 -0.0244 -0.0403 0.0276 -0.4003 0.0063 -0.0921 -0.0656 -0.0616 -0.3329 -0.0223 -0.3331 -0.0205 -0.1261 0.0041 -0.0294 -0.3454 -0.0917 0.0071 -0.3275 -0.1261 -0.0639 -0.0640 0.0067 -0.1303 -0.4002 -0.0222 -0.0177 -0.0365 -0.1303 -0.0616 -0.0657 -0.6897 0.0380 0.1090 0.0733 0.1233 0.1063 0.1090 0.0523 0.1097 0.0381 0.1119 0.1230 0.1082 0.1101 0.0816 0.0842 0.0523 0.0847 0.0826 0.0733 0.1130 0.0826 0.1129 0.0842 0.1118 0.0837 0.0871 0.1125 0.0871 0.1125 0.0816

Number 1: E_tot -58163.9334 eV. Number 2: E_tot -58436.8034 eV. Number 3: E_tot -185577.7334 eV.